Entry 1:
A structure of composition C25H39O14V. Source: OMol25; level of theory: wB97M-V/def2-TZVPD.

Geometry as XYZ:
```
79
Properties=species:S:1:pos:R:3:forces:R:3
O 5.595 4.960 3.021 0.293 -1.433 -4.923
V 5.688 4.480 1.480 -0.324 1.169 5.019
C 1.359 1.536 -0.597 -0.718 0.299 1.534
O 2.130 2.303 0.317 -0.262 -0.692 -1.387
H 0.433 2.059 -0.837 0.077 0.536 -0.260
H 1.844 1.305 -1.546 0.563 0.265 0.069
H 1.016 0.611 -0.135 0.477 -0.328 0.045
O 7.117 -0.094 1.995 0.290 -0.845 -0.159
C 7.393 -1.232 1.624 -3.452 4.039 1.586
O 8.527 -1.507 1.132 2.733 -0.659 -1.033
C 8.570 -2.880 0.827 0.117 -2.159 -0.861
C 7.131 -3.356 0.706 -0.683 -0.277 -0.427
C 6.403 -2.330 1.551 -0.510 -0.909 -0.198
H 9.051 -3.423 1.641 0.423 0.143 -0.181
H 9.024 -3.055 -0.148 0.691 0.280 0.416
H 6.954 -4.406 0.936 0.305 0.120 0.483
H 6.769 -3.283 -0.319 0.225 0.242 -0.165
H 6.124 -2.680 2.544 -0.062 0.138 -0.021
H 5.535 -1.956 1.008 -0.140 0.071 0.485
O -6.504 -1.739 -4.005 1.195 1.283 1.331
C -6.021 -0.954 -3.195 -1.599 -1.612 -3.898
O -5.384 0.164 -3.593 0.258 -0.105 -0.884
C -4.998 0.971 -2.472 -0.479 0.647 -1.534
C -5.079 0.002 -1.358 0.502 0.262 2.353
C -6.175 -0.975 -1.767 0.799 0.461 2.068
H -5.709 1.797 -2.437 -0.390 -0.086 0.431
H -4.078 1.481 -2.756 0.428 -0.541 0.428
H -5.264 0.505 -0.408 -0.194 -0.014 0.058
H -4.141 -0.526 -1.187 0.103 -0.103 -0.335
H -7.164 -0.565 -1.563 -0.119 -0.225 0.255
H -6.004 -1.945 -1.299 -0.493 0.023 -0.255
O 2.949 0.217 6.864 -0.950 1.465 -0.229
C 2.064 0.995 6.560 1.604 -1.021 0.127
O 2.141 2.336 6.717 -0.051 0.265 -0.143
C 0.922 2.981 6.255 1.410 1.477 -0.226
C -0.071 1.944 6.045 -1.387 -3.202 0.259
C 0.773 0.617 5.925 -0.574 0.832 0.544
H 1.039 3.480 5.293 0.925 0.190 -0.018
H 0.686 3.761 6.979 -0.117 -0.232 0.067
H -0.702 2.043 5.162 -0.002 0.369 0.206
H -0.696 1.847 6.933 -0.254 -0.090 -0.158
H 0.997 0.290 4.910 -0.258 -0.025 -0.003
H 0.413 -0.211 6.535 -0.366 -0.034 -0.440
O -2.616 -3.317 2.951 0.584 -2.437 -1.075
C -2.415 -4.477 2.542 0.760 6.371 0.248
O -3.178 -5.435 2.875 -0.957 -2.398 1.206
C -2.557 -6.673 2.508 -1.366 -1.221 -0.805
C -1.225 -6.331 1.878 1.482 -2.064 0.126
C -1.312 -4.884 1.585 -0.582 0.257 0.455
H -3.230 -7.092 1.761 0.051 -0.093 -0.256
H -2.630 -7.398 3.319 0.552 0.432 0.327
H -1.042 -6.960 1.007 -0.317 0.120 -0.225
H -0.336 -6.565 2.464 -0.291 0.086 0.678
H -1.707 -4.807 0.571 0.301 0.833 -0.068
H -0.408 -4.330 1.838 -0.206 0.127 -0.630
O -2.183 10.461 0.321 -0.073 -2.549 0.335
C -1.871 9.288 0.168 0.657 2.792 -0.552
O -2.463 8.210 0.714 -1.620 1.209 0.450
C -1.829 7.008 0.365 1.243 -0.131 0.726
C -1.054 7.376 -0.885 0.474 -0.101 -0.919
C -0.723 8.851 -0.740 -0.665 -0.543 0.701
H -2.502 6.152 0.328 -0.411 0.449 -0.509
H -1.209 6.795 1.236 0.614 -0.269 -0.127
H -1.730 7.325 -1.738 0.214 -0.649 -0.179
H -0.106 6.855 -1.020 -0.461 -0.623 -0.255
H -0.753 9.424 -1.667 0.118 -0.076 0.183
H 0.249 8.941 -0.254 -0.106 0.498 0.141
O -0.401 -2.716 -9.704 -0.494 0.559 2.241
C -0.651 -2.630 -8.509 0.073 -1.950 -2.973
O 0.030 -1.850 -7.677 1.063 0.527 -0.491
C -0.353 -2.045 -6.348 -0.682 -0.014 1.209
C -1.221 -3.296 -6.318 -0.434 0.086 1.066
C -1.696 -3.442 -7.736 0.301 0.519 -0.056
H -0.887 -1.145 -6.042 -0.040 -0.002 0.225
H 0.485 -2.225 -5.674 0.378 0.470 -0.377
H -2.062 -3.163 -5.638 0.074 -0.058 0.119
H -0.624 -4.119 -5.924 -0.099 -0.233 -0.379
H -2.619 -2.873 -7.847 -0.260 -0.264 -0.181
H -1.827 -4.479 -8.043 0.093 0.359 -0.401
```
Forces are in eV/Å.

## Properties
* F_max: 6.4 eV Å⁻¹
* spin multiplicity: 2
* energy above the lowest of the compared OMol25 structures with the same formula, charge and spin: 16.1 kcal per mole
* energy: -80895.4465 eV
* E_HOMO: -11.35 eV
* expectation value of S²: 0.87
* total charge: +1

Entry 2:
A structure of composition C25H40AuGeN3O8Se. Source: OMol25; level of theory: wB97M-V/def2-TZVPD.

Geometry as XYZ:
```
79
Properties=species:S:1:pos:R:3:forces:R:3
Au 1.062 -0.339 -1.295 -0.211 -0.167 0.200
C 4.336 -3.329 -2.513 -0.165 0.008 0.150
C 3.595 -2.023 -2.785 0.303 -0.217 -0.088
C 2.860 -2.097 -4.111 -0.280 0.073 0.114
C 4.568 -0.856 -2.766 -0.125 0.119 0.236
O 2.621 -1.864 -1.712 0.270 -0.231 -0.434
Ge 2.217 -2.720 -0.065 0.355 -0.272 -0.217
O 2.083 -0.849 0.440 0.064 0.734 0.067
C 2.336 -0.181 1.725 0.114 0.021 0.194
C 1.024 0.166 2.409 -0.002 -0.235 -0.066
C 3.091 -1.203 2.565 0.072 -0.079 -0.184
C 3.207 1.053 1.480 -0.040 -0.068 -0.213
O 0.422 -2.204 -0.620 -0.713 0.345 0.217
C -0.709 -3.028 -1.041 -0.091 -0.288 -0.271
C -0.658 -4.281 -0.174 0.131 0.141 0.073
C -1.994 -2.256 -0.799 0.145 0.231 0.007
C -0.570 -3.380 -2.516 0.204 0.011 0.039
H 5.093 -3.482 -3.280 0.011 -0.028 -0.002
H 3.648 -4.178 -2.528 0.033 -0.004 -0.031
H 4.834 -3.295 -1.542 0.042 -0.018 -0.033
H 3.567 -2.291 -4.916 -0.001 -0.003 -0.002
H 2.353 -1.155 -4.331 0.029 -0.033 -0.033
H 2.117 -2.897 -4.093 0.053 0.010 -0.036
H 5.259 -0.937 -3.605 0.006 -0.004 0.031
H 5.142 -0.851 -1.836 -0.001 0.011 -0.059
H 4.033 0.090 -2.852 0.036 -0.019 -0.041
H 0.462 -0.742 2.643 0.017 0.043 0.015
H 0.408 0.796 1.781 -0.124 0.141 -0.059
H 1.224 0.702 3.339 0.012 -0.029 -0.023
H 2.506 -2.117 2.696 0.002 0.023 0.065
H 3.279 -0.779 3.550 0.027 -0.017 0.015
H 4.049 -1.460 2.108 0.000 0.020 0.044
H 2.608 1.959 1.398 0.017 0.015 0.004
H 3.781 0.931 0.559 0.024 -0.007 0.087
H 3.910 1.197 2.300 -0.062 0.010 0.004
H -0.703 -4.025 0.887 -0.047 -0.021 -0.032
H 0.256 -4.852 -0.358 -0.054 -0.013 0.001
H -1.508 -4.919 -0.418 0.027 -0.011 0.009
H -1.965 -1.753 0.170 -0.043 -0.067 -0.014
H -2.850 -2.929 -0.823 0.025 0.004 -0.014
H -2.130 -1.518 -1.593 -0.037 -0.082 0.037
H 0.276 -4.052 -2.678 -0.037 0.025 -0.003
H -0.417 -2.479 -3.111 -0.054 -0.035 -0.020
H -1.476 -3.876 -2.867 0.017 -0.020 0.009
C -2.168 1.252 5.551 -0.063 0.099 -0.120
C -2.814 1.809 4.303 0.117 -0.045 0.223
C -2.938 1.060 3.148 -0.025 -0.158 -0.261
C -3.530 1.573 1.994 0.004 -0.335 0.031
C -4.006 2.873 1.974 -0.071 0.121 -0.323
N -4.606 3.483 0.836 0.145 0.089 0.377
C -4.891 2.921 -0.393 0.099 -0.275 -0.146
O -5.955 3.041 -0.948 0.150 0.097 -0.036
N -3.845 2.207 -0.977 0.036 0.039 0.018
C -2.476 2.366 -0.722 -0.207 0.077 -0.011
C -1.892 3.584 -0.399 -0.007 0.070 -0.058
C -0.537 3.631 -0.133 -0.052 0.118 0.048
C 0.211 2.479 -0.213 -0.054 -0.274 0.077
N -0.355 1.306 -0.528 -0.166 0.306 -0.277
C -1.661 1.252 -0.800 0.341 -0.148 0.176
C -3.909 3.628 3.136 0.086 0.256 0.186
C -3.324 3.103 4.276 -0.081 0.202 0.025
H -1.902 0.202 5.427 -0.017 0.019 -0.016
H -2.836 1.331 6.409 -0.022 -0.017 -0.022
H -1.261 1.804 5.804 0.002 -0.007 -0.028
H -2.582 0.033 3.145 -0.048 0.068 -0.042
H -3.656 0.932 1.131 0.013 0.004 0.074
H -5.232 4.247 1.036 -0.200 -0.105 0.147
H -4.117 1.696 -1.802 -0.044 0.018 -0.040
H -2.490 4.483 -0.383 -0.021 0.007 0.042
H -0.047 4.568 0.096 -0.028 -0.039 0.017
H 1.275 2.485 -0.043 0.049 -0.022 -0.071
H -2.073 0.296 -1.082 0.017 0.016 0.028
H -4.299 4.641 3.144 0.045 -0.054 0.038
H -3.266 3.714 5.171 -0.023 -0.002 -0.074
O 1.920 1.251 -2.241 -0.018 -0.146 0.453
Se 0.762 1.377 -3.525 0.029 0.668 -0.757
O 1.449 1.213 -4.951 -0.101 -0.166 0.453
O 0.049 -0.125 -2.979 -0.003 -0.172 0.088
O -0.247 2.587 -3.281 0.168 -0.328 0.037
```
Forces are in eV/Å.

## Properties
* F_max: 1.0 eV Å⁻¹
* spin multiplicity: 2
* energy above the lowest of the compared OMol25 structures with the same formula, charge and spin: 47.0 kcal per mole
* energy: -172967.9033 eV
* E_HOMO (alpha / beta): -10.78 / -10.78 eV
* expectation value of S²: 0.76
* total charge: +1